The following is a DFT calculation (ωB97M-V/def2-TZVPD) of C39H40AsNO6SSiZn as an isolated structure at a distorted geometry.

CARTESIAN COORDINATES (ANGSTROEM)
Zn 11.945 12.019 13.032
O 11.109 11.896 17.020
As 12.350 12.842 16.073
O 13.325 13.281 17.300
O 12.752 11.672 14.889
C 10.907 15.659 15.698
C 9.781 16.262 14.947
C 9.989 17.282 14.132
C 11.172 18.066 14.050
C 12.298 17.550 14.518
C 12.264 16.232 15.230
S 13.861 14.544 13.403
O 14.169 15.710 12.623
O 14.781 14.169 14.478
O 13.518 13.369 12.549
H 11.131 12.399 17.885
H 8.810 15.768 15.016
H 9.190 17.600 13.476
H 11.170 19.053 13.509
H 13.185 18.040 14.391
C 12.237 10.535 11.707
Si 11.031 9.193 11.429
C 10.628 8.242 13.008
N 10.146 9.309 13.940
C 10.782 9.235 15.250
C 10.017 8.385 16.223
C 8.730 9.161 16.662
C 8.260 10.021 15.461
C 8.628 9.274 14.130
C 9.384 10.025 10.855
C 9.164 11.410 11.059
C 8.053 12.075 10.518
C 7.124 11.294 9.818
C 7.307 9.957 9.577
C 8.417 9.298 10.083
C 11.405 7.977 10.060
C 12.368 8.441 9.079
C 12.615 7.709 7.982
C 11.893 6.544 7.791
C 11.003 6.043 8.688
C 10.761 6.789 9.840
H 12.673 11.004 10.820
H 13.067 10.023 12.198
H 11.545 7.750 13.392
H 9.843 7.457 12.909
H 10.840 10.204 15.628
H 11.785 8.918 15.051
H 10.604 8.162 17.173
H 9.614 7.399 15.785
H 8.902 9.897 17.464
H 7.932 8.459 16.978
H 8.636 11.036 15.438
H 7.192 10.090 15.564
H 8.103 9.700 13.295
H 8.285 8.266 14.274
H 9.834 12.030 11.672
H 7.825 13.084 10.777
H 6.291 11.792 9.399
H 6.575 9.422 8.947
H 8.389 8.200 9.966
H 12.933 9.346 9.263
H 13.453 7.860 7.265
H 12.028 5.944 6.863
H 10.437 5.184 8.496
H 10.030 6.495 10.587
C 6.292 13.942 16.806
C 6.058 14.109 15.461
C 7.069 13.895 14.568
C 8.379 13.532 14.980
C 8.650 13.495 16.308
C 7.558 13.690 17.226
C 9.328 13.166 13.985
C 10.651 13.285 14.032
C 11.396 14.220 15.006
C 10.599 15.575 17.141
C 11.556 15.703 18.016
C 12.982 15.963 17.627
C 13.292 16.275 16.355
C 12.308 15.113 14.184
H 5.503 14.128 17.563
H 5.094 14.423 15.028
H 6.975 14.071 13.497
H 9.627 13.336 16.649
H 7.672 13.479 18.262
H 8.897 12.566 13.204
H 9.602 15.589 17.477
H 11.351 15.615 19.035
H 13.850 16.087 18.310
H 14.274 16.599 16.037
H 11.720 15.482 13.302

Forces on the atoms, in the same order (eV/Å):
0.13 0.22 0.58
-0.18 1.34 1.11
0.65 -1.70 -0.71
0.38 0.04 0.19
-0.10 0.92 1.22
-0.51 -1.42 -0.11
-0.17 -0.82 -0.27
-2.01 0.66 -0.52
1.21 1.25 -0.95
-2.14 -0.61 0.79
1.22 0.71 0.26
-0.49 -1.24 1.22
0.88 0.89 -0.65
-0.49 0.60 -0.70
-0.03 0.76 0.16
0.07 -0.97 -1.19
0.34 0.37 -0.11
-0.41 0.08 0.13
-0.08 -1.18 0.53
2.40 1.09 -0.09
0.21 -0.54 0.00
-1.07 1.21 0.48
-0.57 0.17 0.28
-1.79 -0.58 -0.22
-0.16 -0.99 -0.83
-1.06 -1.36 1.91
0.42 0.70 -0.53
0.16 -1.30 -0.82
1.45 1.17 1.22
-0.39 -0.50 -0.75
-0.11 0.12 -0.25
-0.13 -2.31 0.37
0.78 1.27 0.06
-0.24 -0.73 -0.46
0.12 0.48 0.97
1.53 1.46 -1.24
-0.77 0.23 2.11
1.23 -1.16 -1.73
0.21 -1.65 -2.00
-0.17 1.40 0.94
-0.29 -0.11 0.37
-0.22 -0.05 -0.12
0.45 -0.01 0.19
-0.44 0.24 -0.01
0.44 0.14 -0.15
0.28 1.53 0.76
0.68 -0.22 0.30
-0.46 0.02 -1.31
1.08 1.16 0.49
0.25 -0.60 0.07
0.37 0.33 -0.14
0.37 -0.04 0.20
-0.74 0.23 -0.36
0.02 0.24 -0.58
-0.21 -0.95 -0.22
0.03 -0.66 -0.48
0.10 0.66 -0.06
-0.99 0.39 -0.38
0.35 0.21 0.50
0.73 0.64 0.01
-0.14 0.06 0.16
-0.83 0.53 0.58
0.17 0.56 0.62
-0.58 -1.28 -0.32
-0.01 -0.35 -0.12
-1.21 0.71 1.04
-1.02 0.44 -1.59
1.02 -0.18 -0.30
-1.88 0.72 -0.35
-2.69 0.52 1.81
1.78 -0.88 -0.89
0.88 -0.41 -0.32
0.33 0.85 -0.17
-0.90 -0.60 -0.59
0.41 0.83 -0.86
3.04 0.03 0.09
0.40 0.98 -0.92
-0.94 -0.54 -0.13
0.77 -0.58 -1.07
0.42 -0.32 -0.61
0.30 -0.18 0.59
-0.43 -0.18 0.13
0.80 -0.56 0.45
0.54 0.18 0.84
-0.25 -0.19 -0.27
-1.17 -0.31 0.14
-0.33 0.03 1.63
-1.19 -0.47 0.05
0.17 -0.20 0.22
0.42 -0.46 0.69

As for the LUMO energy: 0.152 Ha. For the HOMO energy, the calculation gives -2.583 eV. As for the spin multiplicity: 1. The net charge is -2. The calculation puts the gap between HOMO and LUMO at 6.73 eV. The value obtained for the molar mass is 819.21 g/mol.